{
  "formula": "C5H12NO",
  "method": "ωB97M-V/def2-TZVPD",
  "species": ["C", "N", "C", "C", "C", "O", "C", "H", "H", "H", "H", "H", "H", "H", "H", "H", "H", "H", "H"],
  "xyz": [[-1.25425, -0.33046, -0.83771], [-0.78146, 0.77172, -0.01573], [-0.44638, 0.56261, 1.40404], [0.58573, -0.52884, 1.45662], [1.80314, 0.34915, 0.63511], [1.55903, 0.44397, -0.63827], [-0.62617, -0.41239, -2.29596], [-2.34351, -0.02966, -0.96302], [-1.20566, -1.33169, -0.27979], [0.06571, 1.29473, -0.40438], [-1.31639, 0.22386, 1.96714], [-0.36495, 1.67084, 1.75031], [0.32065, -1.43374, 0.93206], [0.87495, -0.99138, 2.34519], [2.68897, -0.22030, 0.93136], [1.81010, 1.30621, 1.34417], [-0.57898, 0.60240, -2.64368], [-1.18976, -1.27830, -2.76002], [0.39924, -0.66871, -1.92744]],
  "forces_ev_per_angstrom": [[-1.9, 0.5, -0.1], [0.2, 2.2, 0.1], [-2.5, 0.1, -0.4], [1.8, 3.0, -1.8], [-0.8, -1.6, 3.1], [1.7, 0.8, -1.3], [0.3, -1.9, 3.7], [0.6, -1.2, -0.1], [0.0, 1.2, -1.0], [-1.5, -1.8, 0.2], [-0.8, -0.1, 0.0], [1.1, -2.1, 0.1], [-0.4, 0.2, -0.9], [0.8, 0.0, 2.3], [1.1, -0.1, 0.0], [0.2, -0.8, -1.2], [-0.4, 0.2, -1.0], [0.8, 1.4, -0.3], [-0.3, -0.1, -1.3]],
  "charge": -2,
  "total_energy_ev": -8909.5596,
  "homo_ev": [4.75, 1.04],
  "gap_ev": [2.27, 6.13],
  "multiplicity": 2
}